No. 1
168
Properties=species:S:1:pos:R:3 method="wB97M-V/def2-TZVPD" max_force_ev_per_a=2.3 e_tot_ev=-82868.800 lumo_energy_ev=0.721 relative_energy_ev=0.528
C 4.4567 1.2696 6.1412
O 4.4633 1.3711 4.6894
C 5.8244 1.1765 4.2135
C 5.8113 1.1001 2.6674
N 5.4791 2.3790 2.0980
C 5.5133 2.3543 0.6475
C 4.8515 3.5316 -0.0469
O 3.4583 3.2053 -0.2328
C 2.6323 4.3656 -0.3984
H 3.4925 1.5162 6.5858
H 5.2462 1.9215 6.5151
H 4.6148 0.2777 6.5646
H 6.2229 0.2506 4.6283
H 6.4938 1.9769 4.5287
H 5.1110 0.3262 2.3533
H 6.7486 0.7393 2.2437
H 4.5854 2.6945 2.4471
H 5.0274 1.4922 0.1905
H 6.5283 2.3294 0.2511
H 5.2557 3.6672 -1.0501
H 4.9827 4.4396 0.5416
H 3.0239 4.9874 -1.2035
H 2.4642 4.9562 0.5021
H 1.6493 4.0621 -0.7584
C 2.5318 -1.4888 4.9935
O 1.3584 -1.2320 4.2561
C 0.2581 -2.1046 4.4552
C -0.8859 -1.6545 3.5573
N -1.4383 -0.4235 4.0848
C -2.4698 0.1300 3.1952
C -3.6893 -0.8438 2.9904
O -3.6339 -2.1129 2.2890
C -3.2015 -1.9344 0.9168
H 2.3384 -1.5401 6.0650
H 3.1174 -0.5826 4.8385
H 3.1440 -2.3028 4.6053
H -0.0248 -1.9704 5.4992
H 0.4922 -3.1303 4.1701
H -1.6529 -2.4281 3.5955
H -0.5200 -1.4922 2.5435
H -0.6905 0.2521 4.0170
H -2.0421 0.3196 2.2107
H -2.8375 1.0933 3.5488
H -4.5059 -0.2788 2.5408
H -4.1323 -1.0322 3.9684
H -3.9680 -1.4317 0.3270
H -2.9934 -2.9216 0.5042
H -2.2721 -1.3651 0.9302
C -9.1661 1.7203 -4.1167
O -7.9418 1.5585 -3.3783
C -7.9551 0.3645 -2.5947
C -6.5660 0.1950 -1.9515
N -5.4734 0.1675 -2.9562
C -4.0691 0.2368 -2.4587
C -3.0737 0.0189 -3.5540
O -3.1474 1.1591 -4.4156
C -2.4081 0.9514 -5.6479
H -9.9884 1.8285 -3.4094
H -9.3883 0.8386 -4.7178
H -9.1038 2.6070 -4.7475
H -8.1599 -0.5378 -3.1708
H -8.7639 0.4134 -1.8657
H -6.5606 -0.7499 -1.4081
H -6.3512 1.0330 -1.2883
H -5.5430 0.8794 -3.6694
H -4.0213 -0.5413 -1.6968
H -3.8660 1.2227 -2.0405
H -3.3083 -0.8579 -4.1576
H -2.0848 -0.1469 -3.1264
H -2.8275 0.1600 -6.2691
H -1.3411 0.7367 -5.5903
H -2.4161 1.8281 -6.2955
C -4.6092 5.7675 1.8037
O -3.7157 5.6807 0.6937
C -2.4441 5.1574 0.9840
C -1.3501 5.3509 -0.1240
N -1.3834 4.3391 -1.1825
C -2.5960 4.2860 -1.9324
C -2.7915 5.5819 -2.7046
O -1.5744 5.8884 -3.3909
C -1.6359 7.1010 -4.1121
H -4.6011 4.8296 2.3591
H -5.6197 5.9510 1.4386
H -4.1790 6.4971 2.4897
H -2.5420 4.1154 1.2883
H -2.0434 5.7335 1.8181
H -0.4119 5.3337 0.4306
H -1.3788 6.3689 -0.5125
H -0.7821 4.7880 -1.8586
H -3.5001 4.0594 -1.3672
H -2.5114 3.4995 -2.6823
H -3.0826 6.4021 -2.0484
H -3.6118 5.4780 -3.4149
H -0.9335 7.1404 -4.9446
H -1.4283 7.9602 -3.4744
H -2.6371 7.3452 -4.4674
C 1.6170 -3.2993 0.8981
O 0.3743 -3.5117 0.2411
C 0.3652 -4.1541 -1.0470
C -0.9686 -4.1243 -1.7883
N -0.9226 -4.3028 -3.2693
C -1.7895 -3.3823 -3.9606
C -3.2960 -3.7038 -3.7065
O -3.7378 -2.9333 -2.6031
C -5.1225 -3.1892 -2.1727
H 2.2234 -2.6739 0.2428
H 2.1265 -4.2621 0.9363
H 1.5660 -2.8168 1.8742
H 0.6864 -5.1784 -0.8576
H 1.1174 -3.7338 -1.7146
H -1.2859 -3.0975 -1.6063
H -1.7134 -4.7542 -1.3019
H 0.0175 -4.0958 -3.5749
H -1.6574 -3.5371 -5.0315
H -1.5355 -2.3376 -3.7814
H -3.4499 -4.7688 -3.5323
H -3.8846 -3.4230 -4.5799
H -5.8005 -2.7880 -2.9259
H -5.3198 -2.5650 -1.3012
H -5.4035 -4.2120 -1.9216
C 6.6560 -7.2869 -1.6986
O 5.7329 -6.7409 -0.7728
C 5.7605 -7.3925 0.5137
C 4.7135 -6.6948 1.4754
N 5.2030 -5.4281 2.0858
C 5.2341 -4.3302 1.0836
C 5.5488 -2.9470 1.6992
O 5.7899 -1.9586 0.7093
C 4.6946 -1.6415 -0.1852
H 6.7115 -6.6871 -2.6070
H 6.3187 -8.2675 -2.0343
H 7.6500 -7.3020 -1.2514
H 6.7572 -7.3658 0.9540
H 5.4930 -8.4371 0.3545
H 4.5210 -7.3507 2.3245
H 3.7647 -6.4609 0.9926
H 6.0864 -5.5306 2.5646
H 4.2213 -4.3509 0.6811
H 5.9171 -4.5740 0.2699
H 6.4234 -2.9885 2.3484
H 4.6535 -2.6841 2.2627
H 4.3941 -2.5088 -0.7732
H 5.0952 -0.9337 -0.9109
H 3.8647 -1.1645 0.3361
C 1.6665 0.7433 2.0739
C 1.2338 1.9455 2.9770
C 0.1007 2.8244 2.2708
O 0.7508 1.4061 4.2065
H 1.9806 1.0237 1.0685
H 0.8351 0.0676 1.8735
H 2.5534 0.2734 2.4991
H 2.0664 2.6193 3.1788
H 0.4153 3.3911 1.3945
H -0.1432 3.5483 3.0483
H -0.7627 2.2025 2.0347
H 1.1826 0.5532 4.2947
C 0.3092 -0.2502 -1.0029
C 0.0946 1.2402 -1.2604
C 0.4338 1.6390 -2.6718
O -1.3011 1.4578 -1.0437
H -0.0745 -0.5373 -0.0239
H 1.3419 -0.5918 -1.0734
H -0.2735 -0.8107 -1.7339
H 0.5742 1.8880 -0.5266
H 1.5049 1.8045 -2.7874
H -0.0722 2.5407 -3.0166
H 0.2778 0.8321 -3.3879
H -1.4370 2.4056 -1.1139

No. 2
174
Properties=species:S:1:pos:R:3 method="wB97M-V/def2-TZVPD" max_force_ev_per_a=4.0 e_tot_ev=-93274.631 multiplicity=2 lumo_energy_ev="-9.556 / -9.556" charge=+5
C -4.0637 1.5284 -3.1643
C -3.9333 1.9771 -1.6661
N -4.8624 1.3492 -0.7713
C -4.5668 0.1780 -0.0654
C -5.8067 -0.1822 0.5658
N -6.7160 0.7908 0.1984
C -6.1532 1.7149 -0.5789
C -8.1170 0.7187 0.5250
H -4.1569 0.4447 -3.2358
H -3.2642 1.8171 -3.8465
H -4.8355 2.1034 -3.6760
H -3.9775 3.0633 -1.5870
H -2.9358 1.6841 -1.3386
H -3.5713 -0.2404 -0.0515
H -6.0921 -0.9830 1.2319
H -6.6536 2.5759 -0.9968
H -8.2250 0.2151 1.4857
H -8.6062 0.0989 -0.2264
H -8.5742 1.7082 0.5211
C 6.8635 -1.4874 -1.8644
O 5.9116 -1.7243 -2.9327
C 6.4545 -1.3600 -4.1663
C 5.4216 -1.3273 -5.3041
N 5.1059 -2.7827 -5.6333
H 5.7220 -3.2799 -6.2605
H 5.0223 -3.3310 -4.7892
C 3.7340 -3.0065 -6.2996
C 2.4406 -2.7496 -5.4309
O 2.7620 -3.3723 -4.2115
C 1.9442 -2.9791 -3.1591
H 7.8570 -1.9137 -2.0038
H 6.4447 -2.0170 -1.0087
H 6.9272 -0.4170 -1.6685
H 7.2446 -2.0625 -4.4313
H 6.9350 -0.3817 -4.1736
H 5.9546 -0.9235 -6.1649
H 4.5124 -0.7875 -5.0391
H 3.7436 -4.0474 -6.6230
H 3.6980 -2.4877 -7.2576
H 1.5010 -3.1636 -5.7968
H 2.2647 -1.6772 -5.3469
H 1.9775 -1.8996 -3.0117
H 2.2072 -3.5853 -2.2922
H 0.9430 -3.2737 -3.4735
C -2.7612 -0.9844 2.7502
O -3.7003 -1.9081 2.1529
C -4.0695 -2.9972 2.8972
C -3.1465 -4.2130 2.6700
N -3.2575 -4.8126 1.2780
H -2.7442 -5.6795 1.3495
H -4.2256 -4.9856 1.0478
C -2.7832 -3.8890 0.0484
C -1.2651 -3.6173 0.1335
O -0.5516 -4.8112 -0.0464
C 0.4280 -5.1395 0.9005
H -2.1362 -0.4123 2.0645
H -2.0782 -1.5323 3.3994
H -3.3110 -0.2621 3.3535
H -5.0184 -3.3612 2.5032
H -4.1376 -2.9513 3.9841
H -3.4173 -5.0127 3.3594
H -2.0934 -4.0320 2.8848
H -3.4475 -3.0289 -0.0360
H -3.0479 -4.3881 -0.8838
H -1.1082 -3.0564 1.0548
H -1.0927 -2.9222 -0.6882
H 0.9711 -6.0221 0.5625
H -0.0535 -5.3753 1.8495
H 1.1302 -4.3096 0.9803
C 2.9330 1.4830 -1.4148
O 3.1888 0.9257 -0.1198
C 3.7871 -0.3563 -0.1316
C 3.4340 -1.0956 1.1006
N 3.7632 -0.2135 2.3368
H 4.5160 0.4470 2.2064
H 2.9518 0.3740 2.4658
C 4.1280 -1.0503 3.5673
C 2.9449 -2.0718 3.8055
O 1.7147 -1.5054 3.9320
C 0.7976 -2.5413 3.9495
H 2.6455 2.5302 -1.3200
H 2.0502 0.9440 -1.7586
H 3.7696 1.4079 -2.1095
H 4.8465 -0.1713 -0.3092
H 3.4361 -0.8298 -1.0485
H 4.1128 -1.9478 1.0657
H 2.4086 -1.4644 1.0735
H 4.2011 -0.4019 4.4405
H 5.1144 -1.4718 3.3741
H 3.1260 -2.7367 4.6501
H 2.9653 -2.7727 2.9710
H 1.0315 -3.3167 4.6789
H 0.6688 -2.9982 2.9683
H -0.1979 -2.1314 4.1203
C 0.2715 0.2698 -4.5086
O -0.1357 -1.0423 -4.8417
C -1.5590 -1.2433 -4.8171
C -1.8320 -2.6540 -5.1880
N -1.1529 -2.8670 -6.5369
H -1.7916 -2.3857 -7.1538
H -0.2188 -2.5283 -6.3559
C -1.2926 -4.3923 -6.8702
C -0.8079 -4.7292 -8.3186
O 0.3343 -3.9808 -8.5643
C 1.1155 -4.1607 -9.8110
H 0.0359 0.8979 -5.3677
H 1.3137 0.4754 -4.2644
H -0.3482 0.6135 -3.6804
H -2.0485 -0.4718 -5.4115
H -1.7831 -1.1161 -3.7580
H -2.8989 -2.7501 -5.3895
H -1.5783 -3.3393 -4.3792
H -2.3758 -4.5114 -6.8467
H -0.8523 -4.9307 -6.0309
H -1.5823 -4.4929 -9.0484
H -0.4551 -5.7594 -8.3657
H 1.5572 -3.1820 -9.9987
H 0.3802 -4.4216 -10.5721
H 1.8696 -4.9150 -9.5861
C -1.6167 5.1452 5.3783
O -2.2508 4.2340 6.2924
C -3.5861 4.5879 6.7847
C -4.5443 4.6374 5.6011
N -4.6222 3.2713 4.8581
H -3.6491 3.0346 4.7273
H -5.0407 2.4675 5.3040
C -5.3584 3.3803 3.4629
C -4.3559 3.1760 2.3273
O -3.0234 3.3217 2.7461
C -2.0458 3.1475 1.6585
H -0.6124 4.8700 5.0565
H -1.5495 6.1619 5.7657
H -2.2794 5.1593 4.5130
H -3.4899 5.4520 7.4422
H -3.9029 3.7850 7.4503
H -4.4203 5.5149 4.9666
H -5.4840 4.7928 6.1312
H -5.9123 4.3144 3.5557
H -6.1149 2.6087 3.6062
H -4.6008 3.5763 1.3435
H -4.4117 2.0971 2.1828
H -2.0715 3.9704 0.9441
H -2.2370 2.1693 1.2173
H -1.0989 3.0547 2.1903
C 3.1021 7.4443 5.8711
O 4.0414 6.4107 5.5687
C 4.7912 6.6214 4.3317
C 5.3846 5.2472 3.9312
N 4.3135 4.0837 3.9517
H 4.7315 3.1837 3.7638
H 3.8895 4.0586 4.8681
C 3.1684 4.3255 2.9488
C 2.0999 3.1927 2.9623
O 2.0246 2.4163 4.1535
C 0.7696 1.6357 4.2972
H 3.6850 8.3651 5.8535
H 2.6446 7.2871 6.8479
H 2.2397 7.5490 5.2127
H 5.5202 7.4315 4.3532
H 4.1241 7.0030 3.5587
H 6.1167 4.9199 4.6695
H 5.9129 5.2326 2.9780
H 3.5378 4.4901 1.9366
H 2.6178 5.2063 3.2790
H 2.4651 2.5437 2.1664
H 1.1136 3.4816 2.5994
H 0.5557 1.0110 3.4300
H -0.0820 2.2599 4.5680
H 0.9164 0.9791 5.1548
B -0.2692 -0.1111 -0.4100
F 0.4484 -0.8194 -1.3238
F 0.3605 -0.1026 0.7980
F -0.4959 1.1562 -0.8936
F -1.5147 -0.6717 -0.3116